# 1
{
  "formula": "CH4ClO3P",
  "method": "ωB97M-V/def2-TZVPD",
  "relative_energy_kj_mol": 173.9,
  "largest_force_ha_per_bohr": 0.0584,
  "homo_energy_ev": -10.0014,
  "e_lumo_ev": -0.86,
  "smiles": "O=POCl.CO",
  "symbols": ["O", "Cl", "H", "O", "P", "H", "H", "C", "H", "O"],
  "coordinates": [[-3.629830, -0.065906, 0.278592], [-4.461538, -1.507042, -0.007558], [-1.722687, -0.282262, -0.314090], [-0.895005, -0.605687, -0.646809], [-4.235837, 1.421799, -0.190641], [0.763716, -0.819843, 0.556518], [0.439280, 0.959330, 0.103704], [0.331768, -0.153748, -0.129063], [0.970718, -0.406875, -0.946366], [-3.223920, 2.278529, 0.318274]],
  "atomic_forces_ev_per_a": [[-0.21, -0.14, -0.06], [-0.08, 0.31, -0.10], [0.00, 0.57, 0.96], [-0.18, -0.58, -0.67], [-1.72, -2.30, -0.72], [-0.04, -0.56, 2.13], [-0.39, -1.58, -0.06], [-0.15, 1.48, -1.39], [0.86, 0.65, -0.93], [1.90, 2.16, 0.85]],
  "mulliken_charge": [-0.265, 0.036, 0.348, -0.463, 0.492, 0.305, 0.233, -0.580, 0.234, -0.340]
}

# 2
{
  "formula": "CH4ClPS",
  "method": "ωB97M-V/def2-TZVPD",
  "relative_energy_kj_mol": 243.5,
  "largest_force_ha_per_bohr": 0.0648,
  "homo_energy_ev": [-8.1376, -7.9056],
  "e_lumo_ev": [-0.99, -0.49],
  "symbols": ["H", "H", "H", "C", "H", "P", "Cl", "S"],
  "coordinates": [[1.738779, -1.528837, -0.179376], [1.199230, 1.521382, 1.729973], [1.060987, -0.317404, -1.555726], [0.956412, -0.961248, -0.632918], [0.774649, 1.108656, 1.288816], [-1.656927, 0.707412, -0.767584], [-3.448540, 0.331191, 0.093195], [-0.624593, -0.861154, 0.023623]],
  "atomic_forces_ev_per_a": [[0.05, -0.23, 0.23], [0.10, 0.12, 0.10], [0.51, -0.99, 1.24], [-2.30, 1.86, -1.53], [-0.02, 0.01, -0.02], [0.63, 0.50, -0.64], [-0.44, -0.24, 0.26], [1.47, -1.04, 0.36]],
  "mulliken_charge": [0.328, 0.154, 0.258, -0.578, -0.156, 0.158, -0.207, 0.044]
}

# 3
{
  "formula": "CH4F2NO4PS",
  "method": "ωB97M-V/def2-TZVPD",
  "relative_energy_kj_mol": 223.3,
  "largest_force_ha_per_bohr": 0.1407,
  "homo_energy_ev": -10.7219,
  "e_lumo_ev": 0.52,
  "symbols": ["C", "O", "P", "H", "H", "O", "H", "F", "N", "H", "O", "O", "F", "S"],
  "coordinates": [[0.935753, 2.475167, 1.226055], [0.752232, 1.403766, 1.575087], [-0.542538, 0.180186, -1.421323], [1.153412, -0.582611, 0.137914], [0.905465, 2.900235, 0.197911], [-1.544638, -0.463342, 1.138775], [0.994361, 3.375533, 1.856739], [0.522477, 0.226087, -2.731240], [0.481726, -0.983782, -0.489495], [-0.753720, -1.491735, -2.284749], [-1.399287, -0.974964, -2.005370], [-1.239191, -2.776368, 0.339955], [0.409008, -1.796479, 1.840481], [-0.675061, -1.491694, 0.619260]],
  "atomic_forces_ev_per_a": [[-0.10, 6.66, -1.93], [-0.38, -5.42, 1.40], [2.66, 2.19, -1.25], [0.87, 0.72, 0.14], [0.24, -1.04, -0.62], [1.17, -0.60, -1.12], [0.34, -0.20, 1.07], [-0.80, 0.27, 1.60], [-2.07, 0.02, 0.50], [4.20, -5.21, -2.73], [-5.77, 3.04, 1.49], [0.74, 1.11, -0.41], [-1.15, 0.57, -1.54], [0.03, -2.12, 3.39]],
  "mulliken_charge": [-0.085, -0.323, 0.482, 0.399, 0.153, -0.499, 0.240, -0.335, -0.389, 0.346, -0.380, -0.542, -0.292, 1.223]
}

# 4
{
  "formula": "CH4F2OSi",
  "method": "ωB97M-V/def2-TZVPD",
  "relative_energy_kj_mol": 501.6,
  "largest_force_ha_per_bohr": 0.0697,
  "homo_energy_ev": [-9.8485, -7.8007],
  "e_lumo_ev": [-0.49, -1.19],
  "symbols": ["Si", "H", "C", "F", "F", "H", "O", "H", "H"],
  "coordinates": [[-1.982800, -0.304186, -0.520329], [1.191914, 0.434016, 1.203372], [1.811618, 0.196819, 0.334296], [-2.313306, 0.259137, 0.927849], [-2.415386, -1.831944, -0.346481], [2.434946, 1.224092, 0.214534], [1.066065, 0.057642, -0.733506], [-2.237217, 0.629621, -1.562972], [2.444166, -0.665195, 0.483236]],
  "atomic_forces_ev_per_a": [[2.80, -1.16, 1.92], [0.08, -0.14, 0.46], [1.64, 2.44, 0.97], [-0.29, 0.49, -0.17], [-0.46, 0.39, -0.85], [-0.80, -2.00, 0.31], [-2.53, -0.19, -2.35], [-1.03, 0.36, -0.88], [0.58, -0.19, 0.60]],
  "mulliken_charge": [0.632, 0.225, -0.429, -0.203, -0.195, 0.195, -0.425, -0.023, 0.225]
}

# 5
{
  "formula": "CH4FIP2",
  "method": "ωB97M-V/def2-TZVPD",
  "relative_energy_kj_mol": 262.8,
  "largest_force_ha_per_bohr": 0.0695,
  "homo_energy_ev": -9.3170,
  "e_lumo_ev": 0.14,
  "symbols": ["H", "I", "P", "H", "H", "C", "P", "H", "F"],
  "coordinates": [[-1.875836, 0.727833, 1.246353], [-4.103427, 0.038625, -0.112892], [-0.885006, -0.305340, -0.850516], [1.020133, 1.504018, -0.930167], [-0.954119, -1.402241, 0.026385], [-2.092312, 0.614140, 0.189104], [0.895344, 0.520044, 0.051488], [1.714055, -0.369714, -0.648644], [-1.972033, 2.168774, -0.268074]],
  "atomic_forces_ev_per_a": [[-0.09, -0.14, -0.02], [0.37, 0.12, 0.07], [-0.77, -0.09, -0.55], [0.09, 0.31, -0.24], [0.03, -0.28, 0.09], [-0.08, 3.47, -0.74], [0.41, 0.38, 0.78], [0.27, -0.29, -0.17], [-0.22, -3.48, 0.79]],
  "mulliken_charge": [0.352, 0.091, 0.001, 0.085, 0.081, -0.194, -0.138, 0.071, -0.348]
}

# 6
{
  "formula": "CH4FIP2",
  "method": "ωB97M-V/def2-TZVPD",
  "relative_energy_kj_mol": 61.3,
  "largest_force_ha_per_bohr": 0.0522,
  "homo_energy_ev": -8.7841,
  "e_lumo_ev": -0.22,
  "smiles": "C[PH]#P(F)I",
  "symbols": ["F", "P", "H", "H", "I", "H", "C", "H", "P"],
  "coordinates": [[1.813677, 1.877780, -0.319091], [0.158474, -0.747576, -0.471172], [-1.782949, 0.710830, -0.917768], [-1.850511, 0.360081, 0.819263], [3.693617, -0.502755, 0.162427], [0.391738, -1.383153, 0.784661], [-1.567271, -0.097752, -0.218811], [-2.433080, -0.768032, -0.507398], [1.576308, 0.550578, 0.667888]],
  "atomic_forces_ev_per_a": [[-0.43, -1.07, 0.69], [0.19, -0.35, -0.17], [0.60, 0.28, -0.13], [0.76, -1.00, -1.69], [-0.11, -0.39, -0.11], [-0.44, -0.55, -0.16], [-1.79, 1.13, 1.65], [1.46, -0.09, 0.54], [-0.24, 2.03, -0.63]],
  "mulliken_charge": [-0.269, -0.021, 0.300, 0.288, -0.031, 0.090, -0.875, 0.323, 0.197]
}